Entry 1:
Below is C7H11BiO6 as an isolated structure in a non-equilibrium geometry, with properties calculated with ωB97M-V with the def2-TZVPD basis set.

The energy above the lowest of the compared OMol25 structures with the same formula, charge and spin is 0.047 eV. As for the net charge: +2. Its spin multiplicity is 1. For the total energy, the calculation gives -938.5798 hartree.

Element x y z (Å)
O -0.0819 -1.5644 0.3392
O -0.7019 -0.3131 2.0540
O 0.9840 -1.7970 2.2418
C 0.0758 -1.2461 1.5547
C -0.4196 0.1682 3.3704
H -1.1751 0.9316 3.5755
H 0.5856 0.6039 3.4084
H -0.5079 -0.6456 4.0994
Bi 1.5626 -2.8029 0.5012
C 4.4100 -1.7478 -0.4136
H 4.3760 -0.7049 -0.0978
C 3.7391 -2.9442 0.1189
H 4.0954 -3.3289 1.0902
O 5.7920 -2.1524 -0.5804
C 5.8361 -3.4491 -0.7101
O 4.7429 -4.0712 -0.5951
O 6.9844 -3.9892 -0.5851
C 7.0498 -5.4368 -0.3923
C 8.4934 -5.8075 -0.1948
H 6.6127 -5.9046 -1.2825
H 6.4315 -5.6801 0.4799
H 9.1001 -5.5115 -1.0596
H 8.5545 -6.8983 -0.0878
H 8.8973 -5.3412 0.7124
H 3.7453 -1.9193 -1.4073

Here are the natural (NBO) charges for atoms 1 to 8, given in e: number 1, O, carries -0.69; number 2, O, carries -0.39; number 3, O, carries -0.72; number 4, C, carries 0.98; number 5, C, carries -0.28; number 6, H, carries 0.25; number 7, H, carries 0.21; number 8, H, carries 0.22

Entry 2:
Below is a 17-piece molecular cluster, C8H30B2O31 overall in a non-equilibrium geometry, with properties calculated with ωB97M-V with the def2-TZVPD basis set.

The energy above the lowest of the compared OMol25 structures with the same formula, charge and spin is 0.181 eV. As for the net charge: -2. Its spin multiplicity is 1. For the total energy, the calculation gives -2705.6852 hartree.

Element x y z (Å)
O 15.2109 -0.9395 -33.4761
C 15.9023 -0.0114 -33.8374
O 15.5979 0.8686 -34.7846
B 16.6625 1.9046 -34.8505
O 17.5753 1.5567 -33.7442
C 17.1811 0.4300 -33.1762
O 17.8120 -0.2151 -32.3728
O 16.0777 3.2629 -34.7833
C 16.6336 3.9788 -35.7386
O 16.5150 5.1881 -35.8960
C 17.5026 3.0477 -36.6333
O 17.3984 1.8363 -36.1398
O 18.1058 3.3543 -37.6522
O 16.9729 -3.3904 -39.1674
C 17.1659 -2.8156 -38.1051
O 17.9063 -3.2338 -37.1086
B 17.7888 -2.3510 -35.9427
O 16.8060 -1.3438 -36.3961
C 16.4911 -1.5501 -37.6401
O 15.7174 -0.8651 -38.2965
O 17.3606 -3.0670 -34.7293
C 18.3497 -3.0480 -33.8410
O 18.3528 -3.5292 -32.7266
C 19.4909 -2.1336 -34.4000
O 19.0812 -1.6980 -35.5528
O 20.4960 -1.8339 -33.8068
O 13.4592 -0.0130 -39.7852
H 14.0131 0.7722 -39.7913
H 13.6400 -0.4268 -38.9338
O 21.8976 -0.8108 -36.6480
H 22.4919 -1.2592 -36.0409
H 21.3201 -0.2913 -36.0803
O 17.3041 -6.0706 -36.2654
H 17.1287 -5.3923 -36.9241
H 17.0055 -6.8874 -36.6718
O 21.4903 -2.4427 -31.0163
H 22.3659 -2.4237 -30.6226
H 21.3887 -1.5842 -31.4469
O 15.0970 -3.5884 -41.7049
H 15.0981 -2.6225 -41.7517
H 15.2521 -3.7800 -40.7754
O 14.3345 -3.1816 -35.7025
H 13.7924 -2.5547 -36.1897
H 14.8613 -2.6335 -35.1117
O 18.2927 -1.9582 -30.1495
H 19.2407 -1.9959 -29.9978
H 18.2049 -1.5164 -31.0046
O 17.5608 -4.3463 -42.8845
H 17.4561 -5.2995 -42.8852
H 17.0578 -4.0493 -42.1145
O 13.1011 -0.5475 -36.6308
H 12.4065 -0.1882 -36.0737
H 13.7349 0.1712 -36.7251
O 18.1272 -5.2660 -29.5765
H 18.6678 -5.1284 -28.7962
H 18.1065 -4.4066 -30.0125
O 20.9834 0.4372 -31.6363
H 21.7267 0.7917 -32.1306
H 20.2499 0.4448 -32.2613
O 20.6110 -4.8537 -31.6442
H 20.9495 -3.9678 -31.4284
H 19.8108 -4.6765 -32.1488
O 20.4046 -2.2794 -38.5532
H 19.7759 -2.8876 -38.1575
H 20.8128 -1.8458 -37.7919
O 15.4883 -0.7625 -41.8671
H 16.3460 -0.3920 -41.6438
H 14.9086 -0.5014 -41.1371
O 15.5202 -4.3946 -32.6664
H 15.6566 -5.2223 -33.1326
H 16.3717 -3.9442 -32.7255

Here are the Löwdin charges for atoms 1 to 8, given in e: number 1, O, carries 0.17; number 2, C, carries -0.37; number 3, O, carries 0.22; number 4, B, carries -0.85; number 5, O, carries 0.25; number 6, C, carries -0.35; number 7, O, carries 0.14; number 8, O, carries 0.23

Entry 3:
Below is a 2-piece molecular cluster, C5H11O2 overall in a non-equilibrium geometry, with properties calculated with ωB97M-V with the def2-TZVPD basis set.

The energy above the lowest of the compared OMol25 structures with the same formula, charge and spin is 4.922 eV. As for the net charge: -2. Its spin multiplicity is 2. For the total energy, the calculation gives -347.3235 hartree.

Element x y z (Å)
C 1.0477 -1.7873 1.3902
O -0.2271 -2.0177 1.7850
C 1.1060 -0.9357 0.0281
C 0.5326 0.5041 0.1830
C -1.0071 0.6655 0.2853
C -1.5653 1.5052 -0.9042
O 0.5238 0.4944 -2.7952
H 1.6365 -1.1540 2.1665
H 1.6343 -2.6669 1.1842
H 2.0754 -0.8049 -0.3724
H 0.5431 -1.5227 -0.7984
H 0.6494 0.7405 -0.9551
H 0.9537 1.1203 0.9951
H -1.4341 -0.2528 0.3061
H -1.4883 1.1621 1.1495
H -1.2453 2.5168 -0.8466
H -1.0297 1.0515 -1.8211
H -2.7057 1.3817 -0.9800

Here are the natural (NBO) charges for atoms 1 to 8, given in e: number 1, C, carries -0.01; number 2, O, carries -0.99; number 3, C, carries -0.41; number 4, C, carries -0.50; number 5, C, carries -0.38; number 6, C, carries -0.65; number 7, O, carries -0.94; number 8, H, carries 0.03

Entry 4:
Below is H4NP as an isolated structure in a non-equilibrium geometry, with properties calculated with ωB97M-V with the def2-TZVPD basis set.

The energy above the lowest of the compared OMol25 structures with the same formula, charge and spin is 2.140 eV. Its spin multiplicity is 1. For the total energy, the calculation gives -398.3991 hartree.

Element x y z (Å)
N -0.8882 0.6176 -0.6987
P 0.2383 -0.1944 -0.0222
H -1.5766 1.3071 0.1783
H 0.1996 -1.5650 -0.2895
H 0.5019 -0.2342 1.3372
H 1.5250 0.0690 -0.5052

natural (NBO) charges in e: number 1, N, carries -1.30; number 2, P, carries 1.15; number 3, H, carries 0.39; number 4, H, carries -0.09; number 5, H, carries -0.07; number 6, H, carries -0.09